Record 1
A structure of composition C16H34OP2Tc, computed with ωB97M-V/def2-TZVPD.

Structure (ORCA input):
```
! wB97M-V def2-TZVPD RIJCOSX def2/J DEFGRID3
* xyz 2 4
P 2.875 1.187 0.070
P 0.299 -2.100 -1.903
C 2.693 -0.363 -2.217
C 1.647 -1.232 -2.889
H 3.627 -0.807 -1.602
H 3.058 0.541 -2.735
H 1.021 -0.523 -3.440
H 2.084 -1.963 -3.589
C 0.662 -3.904 -1.702
H -0.191 -4.570 -1.872
H 0.991 -4.125 -0.682
H 1.455 -4.184 -2.394
C -0.871 -1.939 -3.368
H -0.552 -2.603 -4.181
H -0.847 -0.923 -3.788
H -1.928 -2.161 -3.176
C 4.203 1.308 1.380
H 3.932 2.124 2.055
H 5.194 1.518 0.932
H 4.256 0.390 1.994
C 3.413 2.564 -1.039
H 2.946 2.538 -2.021
H 4.493 2.659 -1.175
H 3.082 3.475 -0.546
Tc 2.547 -1.012 -0.334
C 4.643 -2.181 -2.839
C 4.431 -2.862 -1.685
C 5.534 -3.219 -0.719
C 6.391 -1.999 -0.315
C 5.571 -0.773 -0.169
C 5.500 0.148 -1.151
C 6.022 0.019 -2.550
C 5.852 -1.390 -3.195
C 1.396 1.911 0.832
H 3.951 -2.236 -3.681
H 3.495 -3.386 -1.481
H 6.229 -3.995 -1.105
H 5.080 -3.615 0.205
H 6.879 -2.230 0.641
H 7.188 -1.837 -1.045
H 5.281 -0.617 0.863
H 5.310 1.196 -0.952
H 7.107 0.279 -2.623
H 5.546 0.790 -3.189
H 5.836 -1.183 -4.279
H 6.750 -1.987 -2.983
H 0.749 1.945 -0.052
H 1.606 2.925 1.217
H 0.966 1.227 1.586
C -0.263 -1.090 0.789
O 1.118 -1.262 1.031
H -0.774 -2.049 0.597
H -0.478 -0.428 -0.081
H -0.785 -0.647 1.651
*
```

Expectation value of S²: 3.83
Relative energy (zero: lowest compared OMol25 entry of this formula, charge and spin), kJ/mol: 221.2
Lowest unoccupied orbital energy (spin up / spin down), eV: -8.2 / -8.4

Atom charges from the natural (NBO) analysis, given in e for atoms 1 to 4: atom 1 (P): 1.16, atom 2 (P): 0.79, atom 3 (C): -0.31, atom 4 (C): -0.80

***

Record 2
A structure of composition C16H34P2Sr, computed with ωB97M-V/def2-TZVPD.

Structure (ORCA input):
```
! wB97M-V def2-TZVPD RIJCOSX def2/J DEFGRID3
* xyz 0 1
P 0.276 -1.607 -1.759
P 0.326 1.974 -0.614
C 0.468 -0.023 -2.673
C 1.230 1.070 -1.911
H -0.512 0.303 -3.034
H 1.056 -0.293 -3.582
H 2.161 0.665 -1.484
H 1.530 1.851 -2.630
C -0.544 3.278 -1.542
H -0.856 4.078 -0.841
H -1.440 2.904 -2.063
H 0.148 3.714 -2.285
C 1.630 2.862 0.247
H 1.906 3.758 -0.326
H 2.561 2.238 0.204
H 1.285 3.224 1.236
C -0.885 -2.616 -2.750
H -1.303 -3.428 -2.141
H -0.342 -3.060 -3.600
H -1.719 -2.005 -3.137
C 1.857 -2.454 -2.099
H 2.681 -1.721 -2.124
H 1.787 -2.954 -3.078
H 2.063 -3.214 -1.325
Sr 2.691 1.537 2.380
C -1.428 0.841 -0.049
C -2.089 0.007 -0.952
C -3.169 -0.844 -0.456
C -2.753 -1.982 0.552
C -1.505 -2.632 0.255
C -0.187 -2.028 0.018
C 0.275 -0.825 0.835
C -0.803 0.183 1.217
C 2.090 -0.492 3.745
H -1.962 1.776 0.217
H -2.225 0.377 -1.990
H -3.679 -1.341 -1.297
H -3.940 -0.242 0.041
H -2.804 -1.595 1.584
H -3.547 -2.757 0.521
H -1.522 -3.743 0.300
H 0.514 -2.860 0.142
H 1.031 -0.286 0.214
H 0.800 -1.191 1.715
H -1.569 -0.270 1.849
H -0.348 0.954 1.879
H 2.932 -0.471 4.466
H 1.988 -1.514 3.355
H 1.172 -0.216 4.282
C 1.327 2.678 4.368
H 1.763 3.581 4.821
H 1.310 1.903 5.161
H 0.272 2.907 4.137
*
```

Relative energy (zero: lowest compared OMol25 entry of this formula, charge and spin), kJ/mol: 337.4
Lowest unoccupied orbital energy (spin up / spin down), eV: -0.9 / -0.8

Atom charges from the Mulliken analysis, given in e for atoms 1 to 4: atom 1 (P): 1.44, atom 2 (P): 1.49, atom 3 (C): -1.35, atom 4 (C): -1.12

***

Record 3
A structure of composition C16H35AlBr16NO2, computed with ωB97M-V/def2-TZVPD.

Structure (ORCA input):
```
! wB97M-V def2-TZVPD RIJCOSX def2/J DEFGRID3
* xyz -1 1
O -0.153 3.611 0.436
N 0.555 2.795 -0.082
O 0.238 2.535 -1.333
Al 1.464 2.906 -2.654
H 2.872 3.419 -2.072
H 1.645 1.564 -3.556
H 0.771 4.024 -3.607
Br 2.669 0.085 -2.318
C 3.217 -1.451 -1.162
C 1.993 -2.229 -0.774
Br 0.950 -1.318 0.605
H 3.756 -1.067 -0.301
H 3.879 -2.079 -1.757
H 2.244 -3.196 -0.343
H 1.322 -2.367 -1.616
Br 1.462 -4.025 6.398
C 1.795 -3.130 4.699
C 0.760 -3.463 3.663
Br 1.012 -5.255 2.941
H 2.792 -3.420 4.389
H 1.774 -2.065 4.917
H 0.857 -2.794 2.812
H -0.250 -3.427 4.057
Br 2.126 -5.566 -2.395
C 0.985 -6.171 -0.940
C -0.274 -6.818 -1.456
Br -1.545 -5.506 -2.107
H 0.777 -5.306 -0.317
H 1.581 -6.888 -0.381
H -0.779 -7.349 -0.652
H -0.072 -7.500 -2.274
Br -0.959 -2.066 -2.887
C -2.001 -1.836 -4.502
C -3.475 -1.742 -4.218
Br -4.262 -3.471 -3.798
H -1.754 -2.664 -5.158
H -1.652 -0.904 -4.942
H -4.006 -1.386 -5.097
H -3.684 -1.094 -3.374
Br 2.412 -8.469 6.211
C 3.464 -7.301 7.348
C 3.151 -7.501 8.808
Br 1.452 -6.699 9.294
H 3.261 -6.287 7.021
H 4.503 -7.554 7.150
H 3.897 -7.005 9.424
H 3.092 -8.550 9.078
Br -3.169 4.137 4.881
C -2.566 4.657 3.102
C -1.592 5.800 3.155
Br -2.490 7.495 3.513
H -3.455 4.895 2.530
H -2.084 3.778 2.681
H -1.106 5.919 2.190
H -0.843 5.675 3.928
Br -2.863 5.550 -6.683
C -1.411 5.544 -5.386
C -0.047 5.617 -6.010
Br 0.497 3.908 -6.721
H -1.524 4.645 -4.789
H -1.597 6.421 -4.770
H 0.680 5.839 -5.231
H 0.022 6.349 -6.807
Br -3.886 6.353 -2.991
C -2.574 6.702 -1.601
C -2.467 8.167 -1.279
Br -1.507 9.146 -2.657
H -1.633 6.288 -1.952
H -2.909 6.147 -0.729
H -1.898 8.310 -0.364
H -3.440 8.638 -1.186
*
```

Relative energy (zero: lowest compared OMol25 entry of this formula, charge and spin), kJ/mol: 0.0
Lowest unoccupied orbital energy, eV: 1.7

Atom charges from the Mulliken analysis, given in e for atoms 1 to 4: atom 1 (O): -0.47, atom 2 (N): 0.27, atom 3 (O): -0.14, atom 4 (Al): -0.13

***

Record 4
A structure of composition C16H35AsFN2O5P2, computed with ωB97M-V/def2-TZVPD.

Structure (ORCA input):
```
! wB97M-V def2-TZVPD RIJCOSX def2/J DEFGRID3
* xyz -1 1
C -1.933 2.981 -2.684
C -1.569 1.906 -2.212
C -1.066 0.554 -1.643
As 0.849 0.010 -2.046
F 1.320 0.920 -0.507
C 0.419 -0.988 -3.757
C -1.035 -0.947 -4.338
C -2.005 -2.158 -3.899
N -1.325 -3.489 -3.883
C 0.469 -1.736 -1.087
C -0.173 -1.711 0.341
C 0.761 -1.319 1.574
C 0.021 -1.923 2.887
C -0.155 -0.877 4.072
C 1.079 0.075 4.343
C 0.652 1.049 5.568
C 0.515 2.577 5.150
O -0.188 2.809 3.907
C -1.549 3.090 4.099
C -2.575 1.963 3.642
O -2.009 4.128 4.542
P 3.151 -0.501 -2.185
N 3.722 -1.162 -0.816
P 1.262 1.863 -3.427
O 1.363 3.184 -2.687
O 2.772 1.758 -4.272
O 0.223 1.966 -4.803
H -2.084 3.886 -3.331
H -1.080 0.759 -0.515
H -1.816 -0.300 -1.752
H 1.110 -0.536 -4.557
H 0.790 -2.067 -3.670
H -0.922 -1.122 -5.469
H -1.568 0.062 -4.301
H -2.582 -1.952 -2.950
H -2.790 -2.209 -4.733
H -1.634 -3.949 -3.011
H -1.740 -4.058 -4.632
H -0.247 -2.332 -1.754
H 1.395 -2.409 -1.035
H -0.451 -2.809 0.562
H -1.154 -1.169 0.483
H 0.767 -0.197 1.669
H 1.776 -1.808 1.571
H 0.600 -2.832 3.265
H -1.019 -2.325 2.633
H -0.297 -1.493 5.029
H -1.139 -0.343 3.912
H 2.028 -0.449 4.654
H 1.297 0.789 3.479
H 1.360 0.944 6.444
H -0.381 0.715 5.923
H 1.530 3.097 5.199
H -0.105 3.078 5.972
H -3.556 2.369 3.274
H -2.023 1.342 2.861
H -2.682 1.267 4.542
H 3.299 -1.357 -3.323
H 3.967 0.691 -2.265
H 2.970 -1.197 -0.123
H 2.771 0.966 -4.846
H 0.563 2.766 -5.267
*
```

Lowest unoccupied orbital energy, eV: 2.7

Atom charges from the natural (NBO) analysis, given in e for atoms 1 to 4: atom 1 (C): -0.28, atom 2 (C): -0.02, atom 3 (C): -0.84, atom 4 (As): 1.32

***

| no. | electronic energy (eV) |
| --- | --- |
| 1 | -39944.6556 |
| 2 | -36545.8647 |
| 3 | -1150022.5653 |
| 4 | -112507.0830 |